No. 1
C32H34As2BF6N3O3RuS2 | ωB97M-V/def2-TZVPD

orbital gap = 5.09 eV
net charge = -2
HOMO energy = -0.0608 hartree

Last column: Mulliken charge in e.
CARTESIAN COORDINATES (ANGSTROEM)
1 Ru 0.8626 -0.6983 2.7230  -0.503
2 S 1.4916 -1.0783 5.0131  -0.354
3 C 2.8552 -1.9364 4.3657  0.662
4 S 2.7141 -2.0969 2.6604  -0.463
5 C 3.9172 -2.4022 5.1286  0.267
6 C 3.9849 -2.1735 6.5306  -0.058
7 N 4.0788 -1.9937 7.6669  -0.607
8 C 5.0141 -3.0861 4.5358  0.064
9 N 5.9093 -3.6481 4.0721  -0.609
10 C -2.7984 0.0854 1.3933  -0.171
11 As -2.0573 1.2993 2.6594  1.046
12 C -1.9481 3.0253 1.7994  -0.769
13 C -3.2788 1.6244 4.1052  -1.020
14 O -0.5739 0.8773 3.2848  -0.577
15 H -3.7088 0.5243 0.9833  0.629
16 H -3.0146 -0.8587 1.8829  -0.176
17 H -2.0623 -0.0602 0.6049  -0.055
18 H -2.9146 3.2755 1.3610  0.391
19 H -1.1854 2.9785 1.0275  -0.166
20 H -1.6827 3.7701 2.5490  0.400
21 H -4.1326 2.1913 3.7332  0.404
22 H -2.7420 2.2081 4.8522  0.357
23 H -3.5972 0.6755 4.5286  0.185
24 N 2.1422 0.9048 2.9620  -0.618
25 H 2.8530 0.6716 3.6510  0.409
26 H 1.5377 1.6317 3.3396  0.211
27 H 2.5863 1.2110 2.1025  0.128
28 C 0.3366 -1.3788 0.9098  -0.877
29 C 0.0277 -1.9982 -0.1420  0.306
30 C -0.2667 -2.6014 -1.3189  -0.579
31 C -1.6549 -2.5022 -1.8161  0.019
32 C -1.9607 -2.1670 -3.1415  -0.358
33 C -3.2736 -2.0311 -3.5661  -0.617
34 C -4.3270 -2.2271 -2.6806  -0.409
35 C -4.0423 -2.5702 -1.3644  -0.677
36 C -2.7295 -2.7137 -0.9431  -0.477
37 C 0.7823 -3.2977 -2.0682  0.645
38 C 0.4962 -4.1963 -3.1077  -0.431
39 C 1.5047 -4.8526 -3.7978  -0.689
40 C 2.8385 -4.6477 -3.4743  -0.444
41 C 3.1407 -3.7735 -2.4343  -0.756
42 C 2.1392 -3.1103 -1.7502  -0.405
43 H -1.1502 -1.9881 -3.8381  0.515
44 H -3.4757 -1.7585 -4.5965  0.362
45 H -5.3528 -2.1233 -3.0144  0.376
46 H -4.8447 -2.7458 -0.6565  0.451
47 H -2.5202 -3.0089 0.0786  0.628
48 H -0.5357 -4.3993 -3.3638  0.436
49 H 1.2394 -5.5435 -4.5911  0.342
50 H 3.6255 -5.1624 -4.0122  0.357
51 H 4.1731 -3.6039 -2.1506  0.397
52 H 2.3954 -2.4333 -0.9439  0.319
53 F -1.6537 -2.1995 3.4567  -0.583
54 As -3.0764 -2.8788 4.2079  2.104
55 F -3.7881 -3.0482 2.6207  -0.496
56 F -2.4105 -4.4668 4.1072  -0.515
57 F -4.5330 -3.5079 4.9215  -0.537
58 F -2.3918 -2.6385 5.7753  -0.508
59 F -3.7725 -1.2604 4.2844  -0.529
60 C 2.1161 5.2671 -4.0050  -2.208
61 C 0.9482 4.6223 -3.2571  2.256
62 C -0.0321 4.0524 -4.2924  -1.643
63 C 0.2438 5.7213 -2.4498  -1.658
64 C 1.4027 3.4936 -2.3305  0.421
65 C 2.7014 3.0032 -2.3339  -0.150
66 C 3.0983 1.9260 -1.5261  -2.007
67 C 2.1525 1.3542 -0.7150  0.700
68 O 2.2801 0.3175 0.1474  -0.474
69 B 0.9518 0.0472 0.6704  2.961
70 O 0.0956 1.1219 0.1712  -0.381
71 C 0.8431 1.8383 -0.6965  0.069
72 C 0.4510 2.8907 -1.4860  -1.219
73 H 1.7468 6.1000 -4.6080  0.441
74 H 2.6018 4.5594 -4.6786  0.406
75 H 2.8675 5.6541 -3.3142  0.440
76 H -0.3639 4.8358 -4.9802  0.440
77 H -0.9120 3.6265 -3.8087  0.347
78 H 0.4430 3.2590 -4.8716  0.355
79 H -0.0720 6.5325 -3.1117  0.460
80 H 0.9148 6.1339 -1.6938  0.355
81 H -0.6426 5.3437 -1.9403  0.327
82 H 3.4448 3.4483 -2.9800  0.405
83 H 4.1116 1.5479 -1.5496  0.481
84 H -0.5816 3.2163 -1.4660  0.498

Forces on atoms 1 to 2 (eV/Å):
Ru -0.01 -0.35 0.86
S 0.09 0.18 0.05

---

No. 2
C6H13NP | ωB97M-V/def2-TZVPD

orbital gap (alpha / beta) = 7.25 / 7.25 eV
net charge = +1
structure (SMILES) = CC#[PH]C[NH+]=C(C)C
HOMO energy (alpha / beta) = -0.4299 / -0.4300 hartree

Last column: Mulliken charge in e.
CARTESIAN COORDINATES (ANGSTROEM)
1 C 1.8302 0.9137 -0.4151  -0.847
2 C -0.3223 0.1501 -1.3430  0.944
3 C 0.8160 -0.2599 2.7358  0.038
4 C -0.8779 1.5925 -1.1496  -1.260
5 C -1.2187 -0.9766 -1.6415  -1.261
6 C -0.2644 -1.1972 2.9449  -0.693
7 N 0.9030 -0.0547 -0.9448  -0.113
8 P 1.4677 0.8230 1.7303  0.028
9 H 2.8996 0.5168 -0.5190  0.388
10 H 1.7235 1.9369 -0.8734  0.369
11 H -0.0022 2.1406 -1.3495  0.346
12 H -1.1264 1.7957 -0.2083  0.388
13 H -1.8031 1.8356 -1.7698  0.364
14 H -2.1112 -0.5478 -2.3039  0.305
15 H -1.5855 -1.6035 -0.8325  0.311
16 H -0.7937 -1.7303 -2.2728  0.452
17 H -0.1916 -1.6325 3.9144  0.294
18 H -0.3905 -1.9707 2.1814  0.246
19 H -1.0979 -0.4913 2.9681  0.281
20 H 2.7122 1.0479 2.3034  0.131
21 H 1.2637 -1.0052 -1.0371  0.288

Forces on atoms 1 to 2 (eV/Å):
C 1.39 -0.28 0.99
C -0.68 1.15 2.59

---

No. 3
H16O8 | ωB97M-V/def2-TZVPD

orbital gap = 11.18 eV
structure (SMILES) = O.O.O.O.O.O.O.O
HOMO energy = -0.4051 hartree

Last column: Mulliken charge in e.
CARTESIAN COORDINATES (ANGSTROEM)
1 O 2.1291 -2.9673 0.0452  -0.658
2 H 1.5197 -3.6165 -0.3060  0.320
3 H 1.5975 -2.1807 0.1675  0.329
4 O -2.4385 1.9745 4.3914  -0.646
5 H -2.0008 2.4234 3.6681  0.323
6 H -1.7273 1.5706 4.8886  0.315
7 O 0.4144 3.2768 1.9091  -0.631
8 H 0.5980 4.0220 1.3371  0.311
9 H 1.2485 2.8115 1.9723  0.314
10 O 0.8516 -1.0836 -5.4147  -0.633
11 H 1.5425 -1.1909 -4.7609  0.323
12 H 0.1286 -0.6786 -4.9356  0.310
13 O -0.0753 -0.0192 0.2005  -0.630
14 H -0.4103 -0.0491 -0.6957  0.316
15 H 0.0596 0.9122 0.3754  0.315
16 O 3.7765 1.4532 2.7727  -0.623
17 H 4.2812 0.6419 2.8297  0.319
18 H 4.4325 2.1482 2.8266  0.314
19 O -2.0806 -4.1086 -0.8561  -0.623
20 H -2.6190 -3.3387 -0.6729  0.313
21 H -2.7115 -4.8137 -1.0011  0.314
22 O -2.5929 0.6954 -2.7308  -0.612
23 H -3.3678 1.1262 -2.3698  0.310
24 H -2.5560 0.9909 -3.6405  0.312

Forces on atoms 1 to 2 (eV/Å):
O 0.32 -0.06 -0.01
H -0.19 -0.19 -0.07

---

No. 4
C2H3N2O2 | ωB97M-V/def2-TZVPD

orbital gap (alpha / beta) = 5.21 / 6.73 eV
net charge = -1
<S²> = 2.02
multiplicity = 3
HOMO energy (alpha / beta) = -0.0289 / -0.1134 hartree

Last column: Mulliken charge in e.
CARTESIAN COORDINATES (ANGSTROEM)
1 C -0.3854 1.1142 0.1676  0.126
2 C 0.7620 0.0883 0.3342  -0.294
3 N -1.4367 0.8391 -0.4033  -0.476
4 N -0.5440 -1.2555 -1.1057  -0.224
5 O -1.3086 -2.2134 -0.9964  -0.520
6 O 0.3449 -1.2217 0.1008  -0.217
7 H -0.0928 2.2219 0.7091  0.191
8 H 1.6024 0.5742 -0.2061  0.202
9 H 1.0582 -0.1471 1.3999  0.212

Forces on atoms 1 to 2 (eV/Å):
C 1.06 1.16 1.67
C -0.50 -0.97 1.74

---

No. 5
C3H4N4 | ωB97M-V/def2-TZVPD

orbital gap = 7.76 eV
HOMO energy = -0.2969 hartree

Last column: Mulliken charge in e.
CARTESIAN COORDINATES (ANGSTROEM)
1 N -0.0886 1.1457 -1.9023  -0.287
2 C 0.1187 0.2868 -0.9133  -0.482
3 C -0.3716 0.7166 0.3226  0.159
4 N -0.2862 -0.0080 1.3806  -0.390
5 C 0.0700 -1.1849 1.7301  -0.157
6 N 0.5996 -2.1032 0.9079  0.193
7 N 0.7578 -2.0414 -0.2310  -0.208
8 H -0.3354 2.1253 -1.7403  0.215
9 H 0.3701 0.9593 -2.7754  0.256
10 H -0.8565 1.6757 0.5056  0.288
11 H -0.0124 -1.5476 2.7098  0.413

Forces on atoms 1 to 2 (eV/Å):
N 0.80 -0.17 -0.11
C -0.23 -0.45 -0.15